(1)
C30H30N6O2PtS as an isolated structure. Source: the OMol25 dataset; level of theory: ωB97M-V with the def2-TZVPD basis set.

Geometry as XYZ:
```
70
Properties=species:S:1:pos:R:3:forces:R:3
Pt -0.1818 2.1939 1.8188 0.1 0.0 0.1
O -1.0004 6.2033 1.1145 0.0 0.0 0.0
C -0.5081 5.1018 1.1948 0.0 0.0 0.1
N -0.7212 4.1547 2.1771 0.0 0.1 0.0
C -1.3966 4.4887 3.3307 0.0 -0.1 0.0
O -1.7255 5.5917 3.7038 0.0 0.0 0.0
C -1.7203 3.2960 4.2257 0.0 0.1 -0.1
C -2.5546 3.4756 5.3169 0.0 0.0 0.0
C -2.8582 2.3801 6.1063 0.0 0.0 0.0
C -2.3123 1.1443 5.7856 0.0 0.0 0.0
C -1.4818 1.0556 4.6824 0.0 0.0 0.0
N -1.1953 2.1108 3.9263 -0.1 -0.1 -0.1
C 0.4659 4.6568 0.1101 -0.1 0.0 0.1
C 0.8013 5.5478 -0.8951 0.0 0.0 0.0
C 1.7134 5.1490 -1.8574 0.0 0.0 0.0
C 2.2670 3.8813 -1.7722 0.0 0.0 0.0
C 1.8754 3.0534 -0.7342 0.1 0.0 0.0
N 0.9859 3.4299 0.1781 -0.1 0.1 0.0
H -2.9429 4.4648 5.5121 0.0 0.0 0.0
H -3.5146 2.4851 6.9601 0.0 0.0 0.0
H -2.5232 0.2639 6.3763 0.0 0.0 0.0
H -1.0279 0.1174 4.3844 0.0 0.0 0.0
H 0.3397 6.5245 -0.8923 0.0 0.0 0.0
H 1.9934 5.8195 -2.6594 0.0 0.0 0.0
H 2.9907 3.5272 -2.4931 0.0 0.0 0.0
H 2.2944 2.0641 -0.6299 0.0 -0.1 0.0
N -0.0434 0.3524 1.3685 0.0 0.0 0.1
C -0.4540 -0.7119 0.8463 0.0 0.0 0.0
C 0.3150 -1.9829 1.0304 0.0 0.0 0.0
C 1.1556 -2.1219 2.1322 0.0 0.0 0.0
C 1.9104 -3.2723 2.3023 0.0 0.0 0.0
C 1.8326 -4.3015 1.3726 0.0 0.0 0.0
C 1.0034 -4.1660 0.2677 0.0 0.0 0.0
C 0.2518 -3.0127 0.0969 0.0 0.0 0.0
C -1.7089 -0.7067 0.0286 0.0 0.0 0.0
C -2.6107 -1.7649 0.0755 0.0 -0.1 0.0
C -3.7859 -1.7191 -0.6619 0.0 0.0 0.0
C -4.0699 -0.6139 -1.4519 0.0 0.0 0.0
C -3.1759 0.4490 -1.4962 0.0 0.0 0.0
C -2.0024 0.4019 -0.7612 0.0 0.0 0.0
H 1.2183 -1.3109 2.8467 0.0 0.0 0.0
H 2.5581 -3.3676 3.1643 0.0 0.0 0.0
H 2.4168 -5.2027 1.5072 0.0 0.0 0.0
H 0.9468 -4.9595 -0.4675 0.0 0.0 0.0
H -0.3759 -2.9010 -0.7782 0.0 0.0 0.0
H -2.4002 -2.6249 0.7001 0.0 0.0 0.0
H -4.4843 -2.5446 -0.6113 0.0 0.0 0.0
H -4.9864 -0.5787 -2.0268 0.0 0.0 0.0
H -3.3918 1.3154 -2.1081 0.0 0.0 0.0
H -1.2949 1.2205 -0.7968 0.0 0.0 0.0
C 0.2628 -3.4767 -3.6099 0.0 0.0 0.0
N 0.5947 -2.0715 -3.4262 -0.1 0.0 -0.1
C -0.4938 -1.1693 -3.7525 0.0 0.0 0.0
C 1.6232 -1.6702 -2.6364 0.1 -0.1 0.2
S 1.6058 -0.2429 -1.7658 0.0 0.0 -0.2
N 2.6695 -2.5513 -2.5625 0.1 0.0 0.0
C 3.2007 -3.1620 -3.7746 0.0 0.0 0.0
C 3.6665 -2.3795 -1.5201 0.0 0.0 0.0
H -0.7688 -3.6394 -3.2863 0.0 0.0 0.0
H 0.9164 -4.1025 -3.0088 0.0 0.0 0.0
H 0.3382 -3.7815 -4.6565 0.0 0.0 0.0
H -0.8961 -1.4483 -4.7277 0.0 0.0 0.0
H -0.1328 -0.1456 -3.7819 0.0 0.0 0.0
H -1.2919 -1.2324 -3.0073 0.0 0.0 0.0
H 2.5258 -3.0134 -4.6117 0.0 0.0 0.0
H 3.3653 -4.2327 -3.6366 0.0 0.0 0.0
H 4.1589 -2.6972 -4.0267 0.0 0.0 0.0
H 3.1851 -2.1620 -0.5705 0.0 0.0 0.0
H 4.3602 -1.5654 -1.7532 0.0 0.0 0.0
H 4.2240 -3.3133 -1.4349 0.0 0.0 0.0
```
Forces are in eV/Å.

Summary:
2S+1: 3
Net charge: 0
E_HOMO (alpha / beta): -6.60 / -8.05 eV
Orbital gap (alpha / beta): 6.872 / 7.655 eV



(2)
A 14-piece molecular cluster, C5H36NO15 overall in a non-equilibrium geometry. Source: the OMol25 dataset; level of theory: ωB97M-V with the def2-TZVPD basis set.

Geometry as XYZ:
```
57
Properties=species:S:1:pos:R:3:forces:R:3
C 2.0662 -0.7081 -0.4396 0.0 0.6 1.2
N 1.0175 -1.0279 0.5693 0.2 0.1 -0.8
C 0.2186 -2.0915 -0.0480 -1.1 -0.1 0.6
C 1.0651 0.9962 1.9973 0.9 1.2 1.0
C 0.2761 0.1597 1.0211 -0.7 0.0 0.0
C -0.3124 0.9947 -0.1717 0.7 -0.6 0.1
O -0.0806 2.2134 -0.2402 -0.3 0.1 0.0
O -0.8885 0.3056 -1.0591 -0.4 0.0 -0.1
H 1.6604 -0.7376 -1.4482 0.1 -0.3 -0.1
H 2.9074 -1.3712 -0.2519 0.0 -0.2 -0.6
H 2.4451 0.3054 -0.2786 0.0 0.0 0.1
H -0.2013 -1.8511 -1.0247 0.9 0.0 -0.5
H -0.7473 -2.3092 0.4331 0.6 0.2 0.7
H 0.8103 -3.0062 -0.0090 0.0 -0.1 -0.4
H 1.0743 2.0721 1.8167 -0.1 -0.1 -0.8
H 0.7275 1.0201 3.0413 -0.3 -0.8 -0.1
H 2.1195 0.7317 2.0588 -0.1 -0.1 -0.1
H -0.5398 -0.2680 1.6007 -0.4 0.2 -0.2
H -0.0712 -3.3331 3.3851 -0.1 0.1 0.0
H 0.7040 -2.2508 2.6619 0.1 0.1 -0.1
O 0.6850 -2.7475 3.4900 0.1 -0.1 0.0
H -1.1806 0.1617 -2.8901 0.1 0.5 0.2
H -1.6587 1.3353 -3.7904 -0.3 0.2 0.3
O -1.2116 0.4918 -3.8050 0.1 -0.8 -0.6
H -1.8667 -1.4861 1.6841 -0.5 0.3 0.0
H -3.0544 -2.1427 2.4783 -0.2 0.3 -0.1
O -2.1272 -2.2077 2.2609 0.5 -0.8 0.3
H 2.9995 -0.9128 2.0439 -0.2 0.6 -0.1
H 3.9540 -1.8353 2.5543 0.7 -0.3 0.4
O 3.8597 -0.8820 2.4910 -0.5 -0.5 -0.4
H 2.7388 2.1817 -2.5914 -0.6 0.1 0.0
H 3.6045 2.7282 -1.4373 -0.1 0.1 0.1
O 3.6189 2.1430 -2.1993 0.6 -0.1 0.1
H 2.8900 -0.2364 -3.2963 0.1 -0.5 -0.3
H 4.0559 0.2714 -2.6371 0.7 0.5 0.4
O 3.8043 -0.5116 -3.1283 -0.7 0.0 -0.3
H -2.5993 -3.4594 -1.0154 0.1 0.3 0.1
H -1.2762 -4.0736 -0.4826 0.1 0.3 0.3
O -1.9853 -4.1950 -1.1071 -0.4 -0.5 -0.5
H -3.4981 1.1550 0.8601 0.0 1.2 -0.3
H -3.9453 -0.1410 1.4268 0.0 -0.1 0.3
O -3.1849 0.2732 1.0087 -0.2 -0.9 0.1
H -2.9383 -0.8306 -2.0399 0.4 0.3 0.1
H -3.6947 -0.6939 -0.6801 0.6 0.2 -0.2
O -3.6617 -1.1698 -1.5178 -0.8 -0.8 0.0
H 1.4641 3.6364 -0.7502 -0.6 -0.2 0.3
H 1.2676 4.6110 0.4486 -0.4 -0.3 0.0
O 1.8643 4.3518 -0.2494 1.0 0.5 -0.4
H -2.0113 1.2209 3.2729 0.5 -0.2 -0.2
H -2.0196 0.2980 4.5431 0.4 0.0 -0.2
O -2.5399 0.8815 3.9909 -0.9 0.1 0.4
H -2.2757 2.7453 -1.5016 0.1 0.1 0.3
H -2.8211 1.4421 -1.0484 0.7 -1.5 0.1
O -3.0924 2.3266 -1.2066 -0.7 1.4 -0.3
H 0.2920 1.8580 -2.2129 0.5 0.6 0.3
H 0.4430 1.4773 -3.5957 0.0 -0.3 -0.9
O 0.8505 2.0913 -2.9848 -0.1 0.0 0.7
```
Forces are in eV/Å.

Summary:
Net charge: -1
E_HOMO: -6.16 eV
Orbital gap: 8.264 eV



Relative energy (zero: lowest compared OMol25 entry of this formula, charge and spin) list, top to bottom, in eV: 0.0000, 1.7138
DFT total energy list, top to bottom, in eV: -58713.993, -37975.333